# 1
Entry from the OMol25 dataset: a 6-piece molecular cluster, H12O6 overall at a distorted geometry (ωB97M-V/def2-TZVPD).

```
! wB97M-V def2-TZVPD RIJCOSX def2/J DEFGRID3
* xyz 0 1
O -0.693 -2.308 -0.205
O -1.481 1.002 0.742
O 0.740 -0.408 -1.761
O 0.580 -1.447 2.142
O 1.191 0.844 0.668
O -0.090 2.037 -1.364
H 0.760 2.258 -1.190
H 0.851 0.455 -0.211
H 0.704 -0.588 1.668
H 0.313 -1.269 3.073
H -0.345 -3.244 -0.182
H -1.377 1.523 -0.001
H 0.546 1.493 0.886
H -0.250 2.720 -2.081
H -0.509 -1.848 0.631
H -0.018 -0.074 -2.301
H 0.421 -1.172 -1.188
H -1.342 0.028 0.674
*
```

Output
Frontier orbital gap (eV): 11.23
LUMO energy (Ha): 0.011
Energy relative to the best compared isomer or geometry (same formula, charge and spin) (kJ/mol): 152.1
Molar mass (g/mol): 108.09
DFT total energy (a.u.): -458.6145

Results of the Löwdin charge analysis, in e, for atoms 1 through 4: number 1, O, carries -0.08; number 2, O, carries -0.04; number 3, O, carries -0.10; number 4, O, carries -0.09



# 2
Entry from the OMol25 dataset: one molecule with the formula C6H7NO at a distorted geometry (ωB97M-V/def2-TZVPD).

```
! wB97M-V def2-TZVPD RIJCOSX def2/J DEFGRID3
* xyz 0 1
O -1.603 0.121 -0.294
N -0.669 3.257 -1.593
C 0.512 0.037 -1.054
C -0.643 2.222 -1.103
C 0.170 -1.235 -0.862
C -1.266 -1.234 -0.413
C 0.505 1.231 1.121
C -0.465 0.942 -0.462
H -0.196 1.800 1.665
H 1.525 0.443 -1.232
H 0.671 0.290 1.594
H -2.053 -1.831 -0.921
H -1.099 -1.604 0.582
H 1.436 1.707 0.571
H 0.591 -2.087 -1.446
*
```

Output
Frontier orbital gap (eV): 9.88
LUMO energy (Ha): 0.029
Energy relative to the best compared isomer or geometry (same formula, charge and spin) (kJ/mol): 292.6
Molar mass (g/mol): 109.13
DFT total energy (a.u.): -362.7021

Results of the Löwdin charge analysis, in e, for atoms 1 through 4: number 1, O, carries -0.06; number 2, N, carries 0.18; number 3, C, carries -0.10; number 4, C, carries -0.15



# 3
Entry from the OMol25 dataset: a 10-piece molecular cluster, C5H30N2O10 overall at a distorted geometry (ωB97M-V/def2-TZVPD).

```
! wB97M-V def2-TZVPD RIJCOSX def2/J DEFGRID3
* xyz 0 1
O -2.351 -2.383 2.119
O 0.237 -2.105 3.236
O 2.890 -0.699 2.267
O -1.601 -2.229 -3.007
O -2.334 -3.161 -0.572
O 0.978 2.626 -3.615
O 0.270 0.905 3.490
O -0.675 0.405 -3.523
O 1.950 -1.089 -0.052
O 2.137 1.644 -1.377
N 0.717 -2.850 0.582
N -0.119 0.700 0.552
C -0.376 -0.563 -0.070
C -0.773 3.154 0.354
C 0.641 3.524 -0.046
C 0.773 -1.464 0.209
C -1.154 1.769 -0.005
H 2.043 1.899 -2.362
H -2.095 1.433 0.392
H 1.307 3.107 0.640
H 2.654 -1.040 1.306
H -1.365 -3.399 -0.604
H -0.004 1.093 2.610
H -0.994 3.461 1.360
H 0.805 3.279 -1.071
H -1.523 -2.854 2.522
H 0.774 1.069 0.411
H -1.537 3.706 -0.335
H -0.444 -0.407 -1.193
H 2.658 0.870 -1.533
H 3.770 -0.480 2.158
H -1.282 1.657 -1.136
H -2.180 -1.466 2.008
H -1.599 0.441 -3.785
H 1.121 0.454 3.486
H -2.416 -2.859 0.423
H -1.902 -2.447 -2.031
H -1.419 -3.077 -3.473
H 0.500 1.733 -3.770
H -0.026 -1.101 3.337
H -1.340 -1.129 0.120
H 0.925 4.598 0.051
H 0.747 2.816 -2.711
H -0.515 -0.412 -3.217
H 0.152 -3.019 1.325
H 0.424 -2.646 3.981
H 1.550 -3.465 0.548
*
```

Output
Frontier orbital gap (eV): 9.70
LUMO energy (Ha): 0.005
Energy relative to the best compared isomer or geometry (same formula, charge and spin) (kJ/mol): 345.9
Molar mass (g/mol): 278.30
DFT total energy (a.u.): -1070.3493

Results of the Löwdin charge analysis, in e, for atoms 1 through 4: number 1, O, carries -0.07; number 2, O, carries -0.09; number 3, O, carries -0.08; number 4, O, carries -0.12



# 4
Entry from the OMol25 dataset: a 2-piece molecular cluster, C7H17NO4 overall at a distorted geometry (ωB97M-V/def2-TZVPD).

```
! wB97M-V def2-TZVPD RIJCOSX def2/J DEFGRID3
* xyz 0 1
O -0.892 -2.768 -2.656
O 0.159 4.008 0.802
O -0.999 -1.869 2.196
O -0.085 1.537 -1.511
N 0.159 0.229 -1.287
C -0.100 -0.813 1.858
C 0.090 -0.583 -2.277
C 1.479 -2.667 -2.330
C 0.101 1.687 1.536
C 0.136 -2.052 -1.997
C -0.830 0.535 1.888
C -0.476 3.096 1.751
H -0.333 3.438 2.780
H -1.714 -2.362 -2.387
H -0.435 -2.636 2.376
H 0.701 -0.770 2.631
H 1.014 1.620 2.161
H 0.007 -2.131 -0.903
H -1.685 0.514 1.221
H -1.557 3.106 1.519
H -1.281 0.676 2.877
H 0.631 4.647 1.367
H 1.547 -3.691 -1.943
H 0.368 -0.981 0.894
H 0.030 -0.278 -3.329
H 2.285 -2.052 -1.877
H -0.306 1.758 -2.452
H 1.624 -2.723 -3.413
H 0.359 1.527 0.506
*
```

Output
Frontier orbital gap (eV): 10.62
LUMO energy (Ha): 0.027
Energy relative to the best compared isomer or geometry (same formula, charge and spin) (kJ/mol): 252.0
Molar mass (g/mol): 179.22
DFT total energy (a.u.): -632.5234

Results of the Löwdin charge analysis, in e, for atoms 1 through 4: number 1, O, carries -0.02; number 2, O, carries -0.09; number 3, O, carries -0.08; number 4, O, carries -0.05



# 5
Entry from the OMol25 dataset: C19H36F12N2O13S4Ti as an isolated structure at a distorted geometry (ωB97M-V/def2-TZVPD).

```
! wB97M-V def2-TZVPD RIJCOSX def2/J DEFGRID3
* xyz -1 4
Ti 1.988 -0.347 0.467
S 5.199 -1.484 -0.959
S 1.948 1.042 3.708
S 0.629 1.680 -2.298
S 0.642 -3.705 0.394
F 5.099 -2.310 1.553
F 1.734 -2.789 -1.819
F -0.795 1.745 -4.538
F 1.987 3.653 3.831
F 0.528 -4.569 -2.131
F -2.012 1.654 -2.749
F -0.972 -0.120 -3.454
F 4.897 -3.895 0.088
F 2.469 2.693 5.717
F 6.854 -3.042 0.498
F 3.955 2.815 4.075
F -0.444 -2.670 -1.777
O 0.470 0.984 -1.007
O 2.491 0.864 2.352
O 0.512 1.270 3.633
O 2.340 0.047 4.676
O 1.102 -2.418 0.948
O -0.733 -4.060 0.746
O 0.621 3.131 -2.099
O 4.204 3.575 0.500
O 6.347 -0.605 -1.033
O 1.743 1.189 -3.107
O 1.656 -4.725 0.553
O 4.009 -0.811 -0.384
O 4.965 -2.200 -2.182
N -4.294 -1.710 -0.896
N 4.633 6.476 0.845
C -6.308 -1.753 -2.270
C 3.506 5.632 1.457
C 2.363 6.558 1.772
C -3.987 -4.232 -0.411
C -4.118 -0.698 -2.036
C -5.212 -0.984 -3.055
C 0.630 -3.424 -1.463
C -2.153 -1.134 0.245
C 4.087 2.688 -0.575
C -0.909 1.204 -3.338
C -2.903 -5.305 -0.506
C 5.555 -2.787 0.392
C -3.766 -3.049 -1.330
C 3.154 4.533 0.485
C -1.596 -0.923 2.735
C -5.816 -1.700 -0.830
C -1.518 -0.271 1.340
C 2.670 2.653 4.408
C -3.652 -1.251 0.372
H -2.724 -2.871 -1.602
H -4.182 0.275 -1.554
H -2.338 -0.461 3.390
H 4.277 7.161 0.143
H 5.402 5.896 0.474
H 2.598 7.192 2.627
H -0.480 -0.074 1.105
H -4.861 -1.589 -3.890
H 4.059 3.183 -1.550
H 1.504 5.971 2.115
H 3.184 2.064 -0.471
H -4.943 -4.743 -0.543
H -1.678 -2.117 0.245
H 4.982 7.120 1.595
H -6.107 -2.601 -0.292
H -3.125 -0.825 -2.456
H -5.454 -0.017 -3.499
H -7.312 -1.376 -2.457
H -1.891 -1.975 2.647
H -4.050 -0.266 0.631
H -4.166 -3.289 -2.320
H 3.005 4.878 -0.543
H -6.324 -2.716 -2.780
H -3.885 -1.884 1.228
H -3.086 -6.074 0.247
H -2.938 -5.789 -1.484
H -0.685 -0.957 3.328
H -1.846 -0.642 -0.683
H 3.886 5.186 2.368
H -5.966 -0.767 -0.292
H -1.870 -5.017 -0.304
H 2.020 7.141 0.920
H -1.879 0.761 1.367
H 4.890 1.953 -0.649
H 2.261 3.976 0.797
H -4.073 -3.820 0.600
*
```

Output
Frontier orbital gap (spin up / spin down) (eV): 2.33 / 8.36
LUMO energy (spin up / spin down) (Ha): 0.040 / 0.040
Molar mass (g/mol): 904.61
DFT total energy (a.u.): -5473.8540

Results of the Löwdin charge analysis, in e, for atoms 1 through 4: number 1, Ti, carries 1.13; number 2, S, carries 0.52; number 3, S, carries 0.52; number 4, S, carries 0.51



# 6
Entry from the OMol25 dataset: C5H20CuN12O11 as an isolated structure at a distorted geometry (ωB97M-V/def2-TZVPD).

```
! wB97M-V def2-TZVPD RIJCOSX def2/J DEFGRID3
* xyz 0 2
Cu -4.015 -9.536 -7.226
O -3.221 -8.567 -4.172
O -4.828 -9.532 -3.224
O -5.564 -8.257 -6.515
O -4.142 -8.906 -9.260
O -0.353 -9.355 -8.936
O -2.629 -7.048 -7.496
O 0.146 -10.549 -7.239
O -3.855 -11.674 -7.852
O -4.231 -10.212 -5.031
O -1.849 -9.726 -7.424
O -6.219 -10.531 -7.896
N -2.960 -7.637 -10.610
N -3.260 -13.810 -7.857
N -8.165 -10.045 -8.919
N -1.280 -5.288 -7.262
N -7.115 -6.818 -7.190
N -4.071 -9.460 -4.122
N -3.025 -5.113 -8.556
N -0.629 -9.824 -7.840
N -4.934 -8.259 -11.275
N -4.991 -13.258 -8.918
N -7.177 -7.554 -5.160
N -8.239 -11.401 -7.241
C -2.329 -5.881 -7.747
C -4.048 -8.303 -10.289
C -6.600 -7.696 -6.325
C -7.452 -10.683 -8.004
C -4.049 -12.803 -8.097
H -2.210 -7.664 -9.934
H -2.713 -4.170 -8.738
H -6.823 -8.098 -4.386
H -7.764 -12.055 -6.635
H -8.020 -6.397 -7.039
H -3.522 -14.709 -8.237
H -5.738 -8.859 -11.162
H -2.585 -13.666 -7.120
H -4.964 -14.237 -9.166
H -3.783 -5.619 -8.991
H -7.955 -6.911 -5.118
H -9.104 -10.412 -8.977
H -5.696 -12.634 -9.284
H -0.761 -5.847 -6.600
H -9.240 -11.295 -7.323
H -4.784 -7.550 -11.979
H -7.687 -9.442 -9.572
H -0.892 -4.580 -7.869
H -6.586 -6.562 -8.011
H -2.854 -7.054 -11.428
*
```

Output
Frontier orbital gap (spin up / spin down) (eV): 7.12 / 5.99
LUMO energy (spin up / spin down) (Ha): -0.008 / -0.048
Energy relative to the best compared isomer or geometry (same formula, charge and spin) (kJ/mol): 386.1
Molar mass (g/mol): 487.83
DFT total energy (a.u.): -3327.5287

Results of the Löwdin charge analysis, in e, for atoms 1 through 4: number 1, Cu, carries 0.83; number 2, O, carries 0.00; number 3, O, carries 0.02; number 4, O, carries 0.05